Entry 1:
A cluster of 3 separate species, C7H17Cl4O4P in total at a distorted geometry, computed with ωB97M-V/def2-TZVPD.

Results
Total energy   -2760.09371 a.u.
Energy relative to the best compared isomer or geometry (same formula, charge and spin)   0.0000 eV
Frontier orbital gap   11.23 eV

Last column: Löwdin charge in e.
Positions of all 33 atoms, in Å:
1 C -1.58986 4.47504 1.18940  -0.10
2 O -1.03437 3.16180 1.10218  -0.21
3 P 0.23471 2.97963 0.13247  0.38
4 O 1.19800 4.07641 0.12827  -0.22
5 O 0.77430 1.56062 0.63755  -0.22
6 C 2.16095 1.24340 0.53111  -0.10
7 O -0.37344 2.63466 -1.28715  -0.20
8 C -1.48485 1.77746 -1.47857  -0.11
9 H -0.87316 5.25915 0.94468  0.08
10 H -1.91895 4.63087 2.21779  0.09
11 H -2.46595 4.57069 0.54314  0.09
12 H 2.77906 2.11991 0.36403  0.08
13 H 2.28194 0.52081 -0.28210  0.06
14 H 2.45358 0.66994 1.41155  0.08
15 H -1.55627 1.02338 -0.68761  0.04
16 H -1.41399 1.25915 -2.43182  0.08
17 H -2.42552 2.33239 -1.45461  0.09
18 Cl 2.48410 -2.40907 -0.00407  0.58
19 C 1.62936 -2.50453 1.55516  -0.64
20 C 1.36965 -3.95347 1.94677  -0.63
21 Cl 0.44264 -4.83606 0.70197  0.56
22 H 0.76501 -1.84199 1.55036  0.07
23 H 2.29757 -2.09320 2.31595  0.08
24 H 0.83472 -4.04808 2.88466  0.08
25 H 2.35211 -4.42020 1.98494  0.07
26 Cl -2.06944 -1.61077 -0.07935  0.55
27 C -0.71983 -1.95569 -1.20874  -0.66
28 C -1.24972 -2.66624 -2.44134  -0.67
29 Cl -2.43187 -1.72926 -3.37929  0.55
30 H -0.05717 -2.66792 -0.72661  -0.03
31 H -0.26875 -0.99950 -1.45214  0.06
32 H -1.71858 -3.60739 -2.15672  0.07
33 H -0.40602 -2.95194 -3.07188  0.08

Entry 2:
A cluster of 3 separate species, C7H17Cl4O4P in total at a distorted geometry, computed with ωB97M-V/def2-TZVPD.

Results
Total energy   -2760.08036 a.u.
Energy relative to the best compared isomer or geometry (same formula, charge and spin)   0.3631 eV
Frontier orbital gap   11.21 eV

Last column: Löwdin charge in e.
Positions of all 33 atoms, in Å:
1 C 1.29432 -10.47763 -18.20852  -0.11
2 O 1.55426 -11.65540 -18.95093  -0.25
3 P 2.75548 -11.73221 -20.03785  0.41
4 O 4.08691 -11.84694 -19.45678  -0.22
5 O 2.32581 -12.90636 -21.05023  -0.20
6 C 2.13134 -14.18506 -20.49790  -0.15
7 O 2.58475 -10.44819 -20.99408  -0.23
8 C 3.44981 -10.22840 -22.09291  -0.10
9 H 1.34106 -10.79263 -17.16607  0.06
10 H 0.39557 -10.00570 -18.60554  0.10
11 H 2.13114 -9.78661 -18.31010  0.08
12 H 1.12806 -14.58154 -20.65387  0.09
13 H 2.42428 -14.27059 -19.45149  0.03
14 H 2.76756 -14.86876 -21.05994  0.09
15 H 4.06015 -9.38847 -21.76110  0.09
16 H 2.85745 -9.93811 -22.96064  0.09
17 H 4.08687 -11.08596 -22.30931  0.09
18 Cl 0.80773 -18.32346 -19.79681  0.51
19 C 1.22727 -18.77696 -18.09964  -0.62
20 C 2.57667 -18.24582 -17.67938  -0.63
21 Cl 2.88520 -16.52463 -18.06847  0.59
22 H 1.22062 -19.86038 -17.98021  0.08
23 H 0.37933 -18.31739 -17.59181  0.01
24 H 3.32844 -18.88346 -18.14454  0.07
25 H 2.73602 -18.38590 -16.61022  0.08
26 Cl -0.31525 -16.26309 -15.83950  0.56
27 C -0.55305 -15.36321 -17.35676  -0.66
28 C 0.26455 -14.08895 -17.46082  -0.69
29 Cl -0.38778 -12.88143 -16.36092  0.61
30 H -1.61141 -15.10766 -17.40857  0.07
31 H -0.29573 -16.03003 -18.17970  0.03
32 H 0.05930 -13.68904 -18.45382  0.06
33 H 1.33602 -14.10613 -17.26144  0.05

Entry 3:
An isolated molecule of C7H17FN2O6S2, computed with ωB97M-V/def2-TZVPD.

Results
Total energy   -1734.10198 a.u.
Frontier orbital gap   10.27 eV

Last column: Löwdin charge in e.
Positions of all 35 atoms, in Å:
1 N -1.83258 2.30484 -3.23431  0.02
2 C -0.88153 1.19724 -3.27207  -0.23
3 C 0.05620 1.27049 -2.06978  -0.38
4 O 0.67858 2.52207 -1.99172  -0.02
5 C -0.68743 0.89796 -0.76651  -0.14
6 N -0.05185 1.46669 0.43947  -0.20
7 C 0.27152 0.49123 1.50578  -0.20
8 C 1.26757 -0.55429 1.03306  -0.18
9 C 1.64351 -1.50181 2.18317  -0.21
10 C 1.84168 -2.94625 1.73845  -0.22
11 S 0.33774 -3.86894 1.40932  0.60
12 O 0.12726 -4.76739 2.49375  -0.26
13 O 0.33392 -4.31551 0.04764  -0.29
14 O -0.81885 -2.75731 1.51158  -0.16
15 S -0.84399 2.76685 1.01108  0.61
16 O -0.19956 3.24425 2.17827  -0.23
17 O -1.26247 3.60379 -0.04905  -0.22
18 F -2.19097 2.09378 1.53325  -0.16
19 H -2.18736 2.50351 -4.16039  0.08
20 H -2.63982 2.10064 -2.65865  0.07
21 H -0.27283 1.32096 -4.16892  0.12
22 H -1.33166 0.19652 -3.32101  0.12
23 H 0.83871 0.52062 -2.22704  0.14
24 H 0.05383 3.16934 -2.34587  0.08
25 H -0.65323 -0.18756 -0.67089  0.11
26 H -1.74295 1.17275 -0.80782  0.11
27 H -0.63254 0.02023 1.90615  0.13
28 H 0.73837 1.05794 2.30977  0.12
29 H 0.87184 -1.13574 0.19767  0.09
30 H 2.15834 -0.04011 0.66665  0.13
31 H 2.57717 -1.17504 2.64354  0.12
32 H 0.88690 -1.46622 2.96973  0.12
33 H 2.42246 -3.00915 0.81851  0.11
34 H 2.32795 -3.53320 2.51590  0.11
35 H -1.20394 -2.66320 0.63130  0.09

Entry 4:
A structure of composition C7H17N at a distorted geometry, computed with ωB97M-V/def2-TZVPD.

Results
Total energy   -331.48547 a.u.
Energy relative to the best compared isomer or geometry (same formula, charge and spin)   5.0459 eV
Frontier orbital gap   7.98 eV

Last column: Löwdin charge in e.
Positions of all 25 atoms, in Å:
1 C 1.12139 -0.61312 -1.67588  -0.07
2 C 0.69617 0.81548 -1.21095  -0.49
3 C 1.93626 1.47647 -0.50244  -0.09
4 N -0.69062 0.99644 -0.72895  0.06
5 C -0.28284 0.48451 0.46236  -0.17
6 C -0.84190 -0.73885 1.13395  -0.42
7 C 0.21778 -1.47593 1.96278  -0.08
8 C -1.59006 -1.64023 0.15822  -0.09
9 H 1.89113 -0.52703 -2.35278  0.04
10 H 1.42981 -1.28544 -0.85366  0.07
11 H 0.26467 -1.10097 -2.24179  0.10
12 H 0.67069 1.36263 -2.17198  0.13
13 H 1.73154 2.49735 -0.10563  0.08
14 H 2.75144 1.53288 -1.25835  0.08
15 H 2.29498 0.85494 0.35743  0.07
16 H 0.14317 1.21979 1.21347  0.14
17 H -2.85379 3.44395 -0.34182  0.00
18 H -3.53201 3.58429 0.06257  0.00
19 H -1.61945 -0.36443 1.88752  0.16
20 H 1.05308 -1.77367 1.29118  0.07
21 H -0.17336 -2.36890 2.45904  0.08
22 H 0.65384 -0.81695 2.75223  0.09
23 H -0.84748 -2.08942 -0.56803  0.08
24 H -2.33400 -1.01795 -0.41667  0.09
25 H -2.09047 -2.45583 0.68818  0.07

Entry 5:
The ion C7H17N with charge +1 at a distorted geometry, computed with ωB97M-V/def2-TZVPD.

Results
Total energy   -331.30994 a.u.
Spin multiplicity   2
Charge   +1
Energy relative to the best compared isomer or geometry (same formula, charge and spin)   1.2153 eV
Frontier orbital gap (spin up / spin down)   11.34 / 6.78 eV

Last column: Löwdin charge in e.
Positions of all 25 atoms, in Å:
1 C -0.09382 -0.42416 -0.76776  -0.18
2 N -0.97692 -1.11043 0.12661  0.17
3 C -1.62835 -2.34742 -0.16311  -0.19
4 C -2.29075 -2.46392 -1.49602  -0.06
5 C 1.29840 -0.27142 -0.19839  -0.18
6 C 1.07637 3.36614 1.32852  -0.08
7 C 0.71671 2.01657 0.74976  -0.30
8 C 1.69720 0.84548 0.78234  -0.22
9 H -0.59071 0.42201 -1.34445  0.18
10 H 0.15153 -1.07356 -1.60787  0.12
11 H -1.17813 -0.66053 1.01239  0.18
12 H -0.85334 -3.19191 -0.10675  0.19
13 H -2.37024 -2.44712 0.63070  0.14
14 H -1.56671 -2.20608 -2.29046  0.09
15 H -2.60569 -3.44691 -1.77453  0.09
16 H -3.08692 -1.77705 -1.76233  0.10
17 H 1.70813 -1.20373 0.31724  0.14
18 H 2.10532 -0.35982 -0.98860  0.15
19 H 1.49453 3.16259 2.32447  0.09
20 H 0.25812 4.08208 1.32439  0.08
21 H 1.87443 3.77634 0.68855  0.09
22 H 0.38675 1.95353 -0.29856  0.10
23 H -0.15126 1.60711 1.30606  0.10
24 H 1.97397 0.42490 1.76356  0.12
25 H 2.65139 1.32730 0.44422  0.13

Entry 6:
A cluster of 2 separate species, C7H17N in total at a distorted geometry, computed with ωB97M-V/def2-TZVPD.

Results
Total energy   -331.20247 a.u.
Spin multiplicity   2
Charge   +1
Energy relative to the best compared isomer or geometry (same formula, charge and spin)   4.1399 eV
Frontier orbital gap (spin up / spin down)   8.30 / 8.16 eV

Last column: Löwdin charge in e.
Positions of all 25 atoms, in Å:
1 C -2.73994 -0.24217 0.90672  -0.23
2 C -2.92291 -0.76196 -0.49261  -0.09
3 C -1.24649 -0.02062 1.23098  -0.22
4 N -0.56925 0.79006 0.27288  0.20
5 C 3.22048 -0.00287 0.02139  -0.09
6 C 1.96715 0.51913 0.68293  -0.14
7 C 0.65572 0.37360 -0.20768  -0.40
8 C 0.79575 0.95824 -1.65216  0.01
9 H -3.24811 0.67194 1.23584  0.12
10 H -3.10615 -0.88936 1.68606  0.11
11 H -2.18371 -1.54710 -0.67269  0.07
12 H -3.91690 -1.20300 -0.60282  0.09
13 H -2.89384 -0.04369 -1.29868  0.07
14 H -0.83886 -1.01839 1.47087  0.13
15 H -1.21624 0.47498 2.21358  0.15
16 H 0.73176 -1.63397 -0.76778  0.33
17 H 3.36561 -1.06049 0.23831  0.09
18 H 4.16610 0.43497 0.40691  0.11
19 H 3.40918 0.30139 -1.00232  0.07
20 H 1.64679 -0.02073 1.57446  0.12
21 H 2.00989 1.59196 0.87316  0.14
22 H 0.60738 -0.81350 -0.35733  0.08
23 H 0.00250 0.43622 -2.19554  0.09
24 H 1.79356 0.68749 -2.03144  0.08
25 H 0.51053 2.01788 -1.53303  0.11

Entry 7:
The ion C7H17N2O with charge +1 at a distorted geometry, computed with ωB97M-V/def2-TZVPD.

Results
Total energy   -461.34013 a.u.
Charge   +1
Energy relative to the best compared isomer or geometry (same formula, charge and spin)   3.1481 eV
Frontier orbital gap   9.12 eV

Last column: Löwdin charge in e.
Positions of all 27 atoms, in Å:
1 C 0.67145 0.35462 -1.22869  -0.04
2 C 2.03003 -0.73115 0.51493  -0.13
3 C -0.48887 0.74288 -0.25586  -0.54
4 C -1.44237 -0.48869 -0.18634  -0.03
5 C -1.23067 1.86660 -0.99609  -0.01
6 C 0.89555 -2.14264 -1.03511  0.00
7 C -0.92850 1.14703 2.12488  -0.12
8 N 1.31233 -0.81146 -0.57922  -0.08
9 N -0.00178 1.09997 1.08475  -0.10
10 O 2.46446 -1.68354 1.27939  0.19
11 H 0.11832 -0.02594 -2.10693  0.15
12 H 1.46207 1.06319 -1.22144  0.13
13 H 2.20552 0.25242 0.93245  0.16
14 H -1.08261 -1.07377 0.69153  0.10
15 H -1.47919 -1.12508 -1.13894  0.11
16 H -2.44095 -0.22933 -0.15442  0.06
17 H -1.89310 1.52691 -1.68958  0.06
18 H -0.44132 2.62360 -1.26979  0.12
19 H -1.76327 2.44031 -0.29792  0.07
20 H 0.34375 -2.65559 -0.29685  0.08
21 H 0.21506 -2.04310 -1.81948  0.07
22 H 1.86666 -2.80344 -1.15209  0.16
23 H -1.35405 2.21625 2.30556  0.12
24 H -1.76657 0.38576 1.88415  0.11
25 H -0.38286 0.79432 3.03789  0.10
26 H 0.68966 1.79522 0.82370  0.13
27 H 2.42125 -2.49536 0.74953  0.13

Entry 8:
A cluster of 2 separate species, C7H17N2OS in total at a distorted geometry, computed with ωB97M-V/def2-TZVPD.

Results
Total energy   -859.48609 a.u.
Charge   +1
Energy relative to the best compared isomer or geometry (same formula, charge and spin)   2.8496 eV
Frontier orbital gap   9.67 eV

Last column: Löwdin charge in e.
Positions of all 28 atoms, in Å:
1 C 1.77819 0.62974 -3.04386  -0.21
2 C -1.11759 0.59023 -1.78955  -0.19
3 C -0.26872 1.42202 0.27391  -0.23
4 C -1.79489 -0.56977 -1.11236  -0.12
5 C -0.99736 0.32234 1.05266  -0.09
6 C 1.91055 -1.72964 3.69657  -0.03
7 C 1.86374 -1.12802 2.47980  -0.08
8 N 0.05902 1.05973 -1.05635  -0.31
9 N -2.14455 -0.07997 0.21796  0.05
10 O 1.12144 -1.30557 -1.27676  -0.50
11 S 1.58646 0.07566 -1.29634  0.96
12 H 2.78990 0.57562 -3.31192  0.02
13 H 1.43322 -0.27059 -3.65043  0.09
14 H -0.86664 0.21829 -2.93249  0.19
15 H -1.80243 1.43856 -1.84602  0.13
16 H -0.86324 2.32414 0.38029  0.14
17 H 0.61217 1.54583 0.87027  0.11
18 H -2.63683 -0.90691 -1.71072  0.15
19 H -1.20117 -1.42387 -0.97927  0.11
20 H -0.43123 -0.63288 1.21673  0.12
21 H -1.50235 0.70741 2.00714  0.17
22 H 1.28501 1.59623 -3.14033  0.06
23 H 2.35700 -1.18823 4.41423  0.01
24 H 1.53866 -2.76131 3.86588  0.07
25 H 2.14512 -0.12297 2.45476  0.02
26 H 1.53331 -1.55429 1.46557  0.06
27 H -2.55485 0.79132 0.12355  0.14
28 H -2.71073 -0.76902 0.60726  0.17

Entry 9:
An isolated molecule of C7H17N3, computed with ωB97M-V/def2-TZVPD.

Results
Total energy   -441.02484 a.u.
Energy relative to the best compared isomer or geometry (same formula, charge and spin)   4.7407 eV
Frontier orbital gap   7.22 eV

Last column: Löwdin charge in e.
Positions of all 27 atoms, in Å:
1 C 1.01975 -0.12450 -0.92111  -0.37
2 C 0.10720 -1.80034 0.71215  -0.02
3 C -3.00876 0.97009 -0.80047  -0.17
4 C 1.40092 1.34220 -1.02147  -0.06
5 C 2.22427 -1.02743 -1.12914  -0.06
6 N 0.36347 -0.37350 0.46494  -0.28
7 C -1.03717 0.30231 0.45836  -0.37
8 C -1.62549 0.38818 -0.71223  -0.13
9 N 1.16560 0.19588 1.48930  0.10
10 N -1.36437 0.57980 1.85874  0.04
11 H 0.20678 -0.33120 -1.62925  0.10
12 H 0.49746 0.51112 2.20390  0.08
13 H 1.78059 -0.50640 1.88820  0.10
14 H -1.60290 1.55982 1.96381  0.08
15 H -2.17271 0.03823 2.14533  0.08
16 H 1.03932 -2.35714 0.82215  0.09
17 H -0.47465 -2.20012 -0.11474  0.11
18 H -0.47045 -1.89544 1.63233  0.10
19 H -3.67656 0.21980 -1.22989  0.05
20 H -3.45176 1.30980 0.15242  0.05
21 H -2.99784 1.81847 -1.48683  0.05
22 H 0.51560 1.95855 -0.90392  0.07
23 H 1.94289 -2.07220 -1.23579  0.07
24 H 2.11762 1.60941 -0.24969  0.07
25 H 1.84290 1.53807 -1.99476  0.08
26 H 2.93748 -0.92398 -0.31262  0.08
27 H 2.72080 -0.72951 -2.04971  0.08